# 1
{"formula": "C5H12NO2", "method": "ωB97M-V/def2-TZVPD", "elements": ["N", "C", "C", "O", "C", "C", "C", "O", "H", "H", "H", "H", "H", "H", "H", "H", "H", "H", "H", "H"], "coordinates": [[1.2700, 1.0638, 0.8410], [0.5166, 0.1464, -0.0554], [1.5111, -0.8187, -0.6721], [2.6074, 0.0032, -1.0884], [-0.6536, -0.5716, 0.5965], [-2.0295, 0.1212, 0.6255], [-2.6171, 0.0953, -0.7733], [-1.9224, 0.0676, -1.7546], [1.4679, 0.6483, 1.7599], [2.2295, 1.1591, 0.4790], [0.8991, 1.9988, 1.0101], [0.1051, 0.7383, -0.8404], [1.0281, -1.2496, -1.5516], [1.8282, -1.6127, 0.0047], [3.2584, -0.5258, -1.5591], [-0.4271, -0.8419, 1.6180], [-0.7560, -1.4973, 0.0529], [-2.7091, -0.2703, 1.3722], [-1.8928, 1.1922, 0.8162], [-3.7139, 0.1540, -0.8812]], "forces_ev_per_a": [[1.197, -0.004, 1.321], [-0.750, -0.479, -0.146], [0.287, 0.499, -0.653], [-0.121, -0.228, 0.343], [-0.355, 0.001, 0.772], [0.808, 0.448, -1.091], [-0.452, 0.176, 0.019], [0.185, -0.166, -0.039], [-0.546, -0.069, 0.004], [-0.092, 0.212, -0.702], [-0.294, -0.105, -0.240], [0.034, 0.657, -0.652], [-0.093, -0.162, 0.166], [0.011, -0.021, 0.165], [0.075, 0.012, -0.026], [0.391, -0.230, 0.392], [-0.088, -0.428, -0.143], [-0.006, -0.166, 0.081], [-0.194, 0.054, 0.299], [0.002, -0.002, 0.130]], "lowdin_charge": [0.24, -0.29, -0.17, -0.05, -0.14, -0.12, -0.23, 0.07, 0.18, 0.16, 0.18, 0.14, 0.15, 0.14, 0.12, 0.12, 0.13, 0.12, 0.13, 0.13], "gap_ev": 10.0, "charge": 1, "energy_ev": -10957.72418}

=====

# 2
{"formula": "C4H7NO2", "method": "ωB97M-V/def2-TZVPD", "elements": ["O", "C", "N", "C", "C", "C", "O", "H", "H", "H", "H", "H", "H", "H"], "coordinates": [[2.0799, -0.3808, -0.9384], [1.9211, 0.8174, -0.8924], [0.8596, 1.5968, -0.8794], [-0.5423, 0.1774, 0.7104], [-0.5365, -1.1116, -0.0748], [-1.7116, -1.0867, 0.8203], [-1.6526, -1.5832, 1.9263], [2.8822, 1.4067, -0.8948], [1.0453, 2.4576, -1.3783], [-0.9219, 1.1028, 0.2834], [-0.1949, 0.2855, 1.7265], [0.2250, -1.8043, 0.2302], [-0.7184, -0.9988, -1.1232], [-2.7349, -0.8788, 0.4840]], "forces_ev_per_a": [[-0.725, -1.502, 0.718], [2.061, 1.403, -0.692], [-1.221, -1.126, 0.440], [2.727, 1.483, -2.356], [0.871, 2.327, 1.340], [-3.881, -3.491, -0.063], [0.470, 0.178, 1.194], [-0.075, 0.150, -0.297], [-0.254, 0.513, 0.781], [-0.809, -0.318, -0.130], [0.701, -0.315, -0.146], [0.076, -0.229, 0.112], [-0.186, 0.219, -0.287], [0.245, 0.707, -0.613]], "lowdin_charge": [-0.04, -0.59, 0.04, 0.12, -0.06, -0.38, 0.13, 0.11, 0.04, 0.09, 0.12, 0.13, 0.13, 0.15], "gap_ev": 5.1, "charge": 0, "energy_ev": -9840.38499}

=====

# 3
{"formula": "C8H14Si", "method": "ωB97M-V/def2-TZVPD", "elements": ["C", "C", "C", "C", "C", "C", "C", "C", "Si", "H", "H", "H", "H", "H", "H", "H", "H", "H", "H", "H", "H", "H", "H"], "coordinates": [[3.5696, -1.9661, 0.2009], [1.0645, 2.8676, -0.0080], [2.9216, -1.0318, -0.4814], [1.4557, 1.7475, -0.6035], [-0.9645, -1.1197, -0.5378], [-2.0410, -0.5600, -0.0547], [-3.4422, -0.9663, -0.4653], [-1.9796, 0.5511, 0.9653], [1.6656, 0.1174, 0.2703], [4.2740, -2.6391, -0.2599], [3.4294, -2.0981, 1.2603], [0.9040, 3.7841, -0.5538], [0.9013, 2.9281, 1.0558], [3.0941, -0.9619, -1.5463], [1.5924, 1.7579, -1.6760], [-0.8674, -1.8997, -1.2658], [-3.4187, -1.7383, -1.2318], [-3.9899, -1.3460, 0.3965], [-3.9756, -0.0991, -0.8548], [-1.5026, 1.4276, 0.5305], [-1.3844, 0.2412, 1.8221], [-2.9747, 0.8243, 1.3083], [1.6684, 0.1794, 1.7291]], "forces_ev_per_a": [[0.070, 0.010, 0.107], [0.115, 0.063, 0.035], [-0.324, 0.400, 0.208], [0.133, -0.409, 0.328], [2.756, 1.047, 0.700], [-0.562, 0.196, 0.226], [0.340, -0.125, -0.112], [0.060, -0.058, -0.046], [-2.322, -1.137, -1.473], [0.111, -0.135, -0.173], [-0.056, -0.005, 0.298], [-0.048, 0.136, -0.155], [-0.047, -0.050, 0.263], [0.020, 0.050, -0.201], [0.037, -0.025, -0.195], [-0.048, -0.271, -0.257], [-0.049, -0.023, -0.025], [-0.112, 0.006, 0.071], [-0.109, 0.039, -0.012], [-0.014, 0.135, 0.001], [0.016, 0.008, 0.086], [-0.060, 0.092, 0.079], [0.094, 0.057, 0.247]], "lowdin_charge": [-0.08, -0.09, -0.33, -0.32, 0.04, -0.50, -0.09, -0.10, 0.81, 0.05, 0.04, 0.05, 0.05, 0.05, 0.05, 0.00, 0.07, 0.07, 0.08, 0.06, 0.07, 0.07, -0.04], "gap_ev": [7.2, 7.2], "charge": 0, "energy_ev": -16395.78748}

=====

# 4
{"formula": "C25H40BBr48ClO5PSSi2", "method": "ωB97M-V/def2-TZVPD", "elements": ["C", "Si", "C", "C", "C", "O", "B", "S", "C", "O", "O", "O", "C", "P", "O", "Cl", "Si", "C", "C", "C", "H", "H", "H", "H", "H", "H", "H", "H", "H", "H", "H", "H", "H", "H", "H", "H", "H", "H", "H", "H", "H", "H", "H", "H", "C", "Br", "Br", "Br", "H", "C", "Br", "Br", "Br", "H", "C", "Br", "Br", "Br", "H", "C", "Br", "Br", "Br", "H", "C", "Br", "Br", "Br", "H", "C", "Br", "Br", "Br", "H", "C", "Br", "Br", "Br", "H", "C", "Br", "Br", "Br", "H", "C", "Br", "Br", "Br", "H", "C", "Br", "Br", "Br", "H", "C", "Br", "Br", "Br", "H", "C", "Br", "Br", "Br", "H", "C", "Br", "Br", "Br", "H", "C", "Br", "Br", "Br", "H", "C", "Br", "Br", "Br", "H", "C", "Br", "Br", "Br", "H"], "coordinates": [[-2.2733, -0.9484, -0.1691], [-0.6353, -0.9339, -1.0669], [-0.7389, -2.3146, -2.3487], [-0.5679, 0.7784, -1.8411], [0.6276, -1.3541, 0.3036], [0.0381, -0.8567, 1.4954], [0.9844, -0.0240, 2.1921], [0.2285, 1.6794, 2.6666], [-0.8302, 2.3397, 1.3907], [1.2248, 2.6905, 3.0010], [-0.6851, 1.4322, 3.7869], [2.2585, -0.0989, 1.4806], [2.1549, -0.9784, 0.3364], [2.9441, -2.6478, 0.7689], [4.5157, -2.5926, 0.2622], [3.1006, -2.6414, 2.8475], [2.9746, 0.0956, -1.0117], [2.5451, 1.9128, -0.7577], [4.8658, 0.0596, -0.9576], [2.5380, -0.3567, -2.8006], [-2.2928, -0.2160, 0.6216], [-2.5723, -1.9197, 0.1595], [-2.9918, -0.6653, -0.9423], [-0.9495, -3.2476, -1.8358], [-1.5133, -2.0930, -3.0766], [0.1924, -2.4679, -2.8867], [-0.1467, 0.8301, -2.8355], [-0.0757, 1.4465, -1.1477], [-1.5864, 1.1422, -1.9155], [0.5555, -2.4470, 0.3761], [1.1727, -0.4613, 3.3150], [-1.5568, 3.0198, 1.8060], [-0.2173, 2.8627, 0.6655], [-1.3445, 1.5288, 0.8887], [5.0001, -1.9152, 0.7629], [3.4358, 2.5128, -0.8954], [1.8116, 2.2627, -1.4767], [2.2071, 2.1105, 0.2539], [5.2697, -0.0775, 0.0365], [5.1671, -0.8214, -1.5210], [5.2815, 0.9207, -1.4694], [2.1268, -1.3548, -2.9071], [3.4415, -0.3372, -3.4056], [1.8922, 0.4124, -3.2081], [6.6588, -5.4138, 0.9591], [6.8166, -6.8993, -0.2619], [4.9674, -5.3719, 1.8399], [8.1037, -5.3833, 2.2310], [6.7229, -4.5073, 0.3727], [-4.3466, -1.4952, 3.2762], [-5.9780, -1.0956, 4.2237], [-4.7377, -2.1627, 1.4969], [-3.1319, 0.0010, 3.2654], [-3.8462, -2.2843, 3.8163], [4.7439, 4.7347, -3.0133], [3.2157, 5.8986, -2.9007], [5.5466, 4.4475, -1.2894], [4.3048, 3.0693, -3.8780], [5.4792, 5.2273, -3.6302], [4.6292, -1.6203, -6.8536], [4.6203, 0.2700, -6.4776], [6.3794, -2.3833, -6.6273], [3.2985, -2.5310, -5.8111], [4.3587, -1.7413, -7.8927], [7.6848, -1.0473, 2.8217], [7.9201, -2.2229, 4.3269], [8.0661, -1.9302, 1.1441], [5.9339, -0.2527, 2.8309], [8.4053, -0.2511, 2.9269], [-2.6177, 4.0454, -3.5524], [-1.5743, 5.6318, -3.8804], [-1.9773, 2.5482, -4.5820], [-2.7327, 3.6490, -1.6725], [-3.6270, 4.2496, -3.8748], [2.3048, 0.4805, -9.4324], [1.9454, -1.4072, -9.5877], [3.8784, 0.9827, -10.4224], [0.7835, 1.5410, -9.9322], [2.5085, 0.6784, -8.3898], [6.5371, -8.7073, 3.3818], [6.6772, -10.1955, 2.1697], [4.8347, -8.6636, 4.2761], [7.9963, -8.6822, 4.6385], [6.6096, -7.8042, 2.7909], [-5.5511, 3.1211, 4.4380], [-6.7032, 2.6285, 2.9746], [-4.8401, 4.9164, 4.2200], [-6.4562, 2.9735, 6.1345], [-4.7338, 2.4126, 4.4458], [1.4382, 5.1894, -11.6588], [1.4077, 3.7289, -12.9103], [-0.2238, 5.3258, -10.6969], [2.9389, 5.0609, -10.4615], [1.5564, 6.0988, -12.2272], [-7.8877, -2.5245, 8.1315], [-7.0567, -0.8291, 7.7780], [-8.6225, -3.2979, 6.5308], [-6.6950, -3.7500, 9.0225], [-8.7121, -2.3431, 8.8042], [0.0841, -4.6530, -6.3113], [-1.3984, -3.4290, -6.2530], [0.8355, -4.9405, -4.5657], [-0.3941, -6.3130, -7.1632], [0.8525, -4.1934, -6.9162], [-4.1390, -2.1661, 11.5910], [-5.4069, -0.7646, 11.2462], [-2.5886, -2.0102, 10.4664], [-3.6657, -2.2558, 13.4573], [-4.6238, -3.0978, 11.3403], [-10.2469, 0.0477, 10.8182], [-9.3574, 1.7191, 10.4813], [-10.9556, -0.7158, 9.1972], [-9.0930, -1.1848, 11.7445], [-11.0856, 0.2527, 11.4655], [-7.0083, 3.2855, -3.0433], [-6.0786, 4.9085, -3.5062], [-6.3337, 1.7912, -4.0502], [-6.9365, 2.9582, -1.1511], [-8.0440, 3.4212, -3.3140], [-1.8734, 7.7632, 0.3162], [-1.9783, 9.6705, 0.6034], [-0.0743, 7.1343, 0.4640], [-3.0894, 6.8167, 1.4863], [-2.1984, 7.5764, -0.6961]], "forces_ev_per_a": [[0.404, 0.341, -1.317], [-0.260, -0.157, 0.095], [0.498, 0.375, 0.212], [-0.113, -0.425, 0.240], [-0.180, -0.062, -0.476], [0.117, 0.469, -0.381], [0.811, -1.758, 1.016], [-0.190, 0.926, 1.147], [0.249, -0.015, -0.639], [0.395, 0.145, -0.636], [-0.564, -0.383, -0.215], [0.147, 0.504, -0.852], [-0.225, 0.321, 1.647], [-0.234, -0.899, -1.027], [-0.138, 0.441, 0.773], [-0.037, 0.347, -0.372], [0.443, 0.618, -0.417], [-0.222, -0.260, 0.068], [-0.484, -0.894, -0.203], [0.396, 0.054, 0.340], [-0.159, -0.074, 0.279], [0.168, -0.453, 0.435], [-0.285, 0.143, 0.010], [-0.247, -0.215, 0.043], [-0.210, -0.092, -0.110], [0.116, 0.067, -0.152], [0.329, 0.079, -0.071], [0.296, 0.274, -0.090], [-0.236, -0.108, -0.027], [-0.023, -0.251, -0.179], [-0.171, 0.517, 0.271], [-0.118, 0.234, 0.426], [0.162, 0.134, -0.149], [-0.081, -0.210, 0.029], [0.167, -0.047, -0.247], [0.286, 0.038, -0.072], [-0.175, 0.106, -0.060], [-0.184, 0.027, 0.198], [0.218, 0.474, 0.206], [0.176, -0.148, -0.105], [0.048, 0.312, 0.144], [-0.317, -0.062, -0.110], [0.271, -0.007, -0.024], [-0.370, -0.137, -0.143], [-0.067, 0.153, -0.085], [0.016, -0.004, 0.047], [0.032, -0.315, 0.145], [0.069, -0.262, -0.009], [0.028, 0.023, -0.026], [0.047, 0.284, -0.248], [-0.008, -0.022, 0.051], [-0.409, -0.063, 0.517], [-0.047, -0.223, 0.209], [-0.053, -0.101, -0.029], [-0.022, -0.023, 0.027], [-0.002, -0.052, 0.015], [0.015, 0.024, -0.041], [-0.007, -0.025, 0.006], [0.014, 0.025, -0.025], [-0.065, -0.028, -0.024], [0.056, 0.048, 0.008], [-0.048, 0.032, 0.034], [0.020, -0.098, 0.015], [0.012, 0.030, -0.037], [-0.134, 0.052, 0.060], [0.014, 0.015, -0.019], [-0.043, 0.214, 0.030], [0.038, -0.051, -0.028], [0.050, 0.007, -0.036], [0.029, -0.128, 0.136], [-0.004, -0.007, 0.023], [-0.063, 0.147, -0.042], [-0.017, 0.171, -0.051], [0.090, -0.013, -0.102], [-0.018, 0.083, -0.001], [0.003, 0.011, -0.003], [-0.050, -0.045, 0.020], [0.005, -0.076, 0.063], [0.020, -0.004, 0.027], [-0.046, 0.019, 0.032], [-0.019, 0.007, 0.050], [0.073, -0.042, -0.037], [-0.032, -0.007, -0.032], [0.008, 0.026, -0.013], [-0.047, 0.229, -0.027], [0.042, 0.071, 0.065], [-0.059, -0.389, -0.014], [-0.009, -0.080, -0.055], [0.128, 0.066, -0.021], [0.008, -0.084, 0.065], [0.023, 0.070, -0.087], [0.025, -0.007, -0.005], [-0.032, 0.003, -0.013], [-0.002, 0.031, -0.017], [0.039, 0.083, 0.002], [-0.053, -0.039, 0.032], [0.008, 0.004, 0.028], [0.014, -0.011, -0.042], [-0.012, -0.018, 0.045], [0.021, 0.039, 0.032], [0.029, -0.023, -0.006], [-0.006, -0.039, -0.048], [-0.002, 0.026, 0.014], [0.024, 0.012, -0.020], [0.039, 0.040, -0.075], [0.079, 0.015, 0.081], [-0.037, 0.002, 0.034], [-0.004, 0.000, -0.018], [-0.027, -0.026, 0.001], [0.054, 0.020, -0.003], [-0.002, -0.042, -0.012], [-0.004, 0.015, 0.026], [-0.076, 0.002, -0.102], [-0.030, 0.007, 0.017], [0.093, -0.111, 0.128], [-0.203, 0.139, -0.011], [0.019, 0.031, 0.020], [0.027, 0.012, -0.040], [-0.026, 0.023, -0.030], [-0.179, 0.004, 0.092], [-0.019, -0.031, -0.022], [0.052, -0.121, 0.046], [0.182, 0.023, -0.148], [-0.043, -0.015, -0.036]], "lowdin_charge": [-0.24, 0.58, -0.18, -0.20, -0.38, -0.08, -0.86, 0.65, -0.18, -0.38, -0.48, -0.16, -0.56, 0.64, -0.45, 0.25, 0.59, -0.15, -0.17, -0.18, -0.04, -0.04, 0.04, 0.03, 0.02, -0.03, 0.00, 0.00, -0.05, 0.07, 0.10, 0.06, 0.04, 0.02, -0.05, -0.04, 0.02, 0.03, -0.04, 0.03, 0.01, 0.00, -0.01, 0.01, -1.62, 0.58, 0.62, 0.55, -0.07, -1.55, 0.52, 0.64, 0.75, -0.03, -1.62, 0.57, 0.61, 0.58, -0.04, -1.63, 0.58, 0.60, 0.60, -0.08, -1.59, 0.57, 0.60, 0.67, -0.03, -1.63, 0.57, 0.61, 0.62, -0.14, -1.63, 0.59, 0.56, 0.57, -0.08, -1.66, 0.55, 0.57, 0.55, -0.12, -1.61, 0.54, 0.55, 0.55, -0.06, -1.64, 0.55, 0.56, 0.56, -0.03, -1.64, 0.53, 0.57, 0.58, -0.12, -1.65, 0.58, 0.58, 0.57, -0.07, -1.66, 0.53, 0.59, 0.56, -0.06, -1.62, 0.58, 0.61, 0.57, -0.03, -1.62, 0.62, 0.58, 0.57, -0.03, -1.65, 0.55, 0.58, 0.54, -0.04], "gap_ev": 6.1, "charge": -1, "energy_ev": -3447929.91206}

=====

# 5
{"formula": "C10H23BrO4Si2", "method": "ωB97M-V/def2-TZVPD", "elements": ["C", "C", "Si", "C", "C", "O", "Br", "O", "Si", "H", "H", "H", "H", "H", "H", "H", "C", "C", "C", "O", "H", "H", "H", "H", "H", "H", "H", "H", "C", "C", "C", "O", "H", "H", "H", "H", "H", "H", "H", "H"], "coordinates": [[5.2531, -1.4535, 0.9666], [3.9528, -1.4843, 0.3765], [2.0388, -1.6571, -0.0330], [1.1693, 0.0983, -0.1794], [0.5233, 0.4307, 1.3218], [1.3570, 0.4057, 2.3799], [-1.4258, 0.8840, 1.4797], [1.2391, -2.4638, 1.3443], [-0.1250, -3.4316, 0.8078], [6.1409, -1.4225, 1.7638], [1.8218, -2.4080, -1.2639], [0.2935, 0.0043, -0.9508], [1.9865, 0.9071, -0.4862], [0.3981, -4.7505, 0.4151], [-0.7265, -2.8263, -0.4065], [-1.0833, -3.4818, 1.9063], [-5.6055, 2.2814, 3.0938], [-4.7103, 2.4379, 4.3127], [-4.0061, 3.7853, 4.3138], [-3.7373, 1.3965, 4.3208], [-5.0209, 2.3359, 2.1686], [-6.0963, 1.3022, 3.0999], [-6.3753, 3.0589, 3.0670], [-5.3086, 2.3344, 5.2245], [-3.3647, 3.8931, 3.4318], [-3.3559, 3.8789, 5.1903], [-4.7279, 4.6080, 4.3236], [-3.2013, 1.4804, 3.5147], [2.2622, -0.5444, -5.8142], [2.5857, -0.3795, -4.3378], [3.7463, -1.2691, -3.9219], [1.4361, -0.7099, -3.5628], [1.9688, -1.5761, -6.0383], [1.4172, 0.0926, -6.0966], [3.1223, -0.2824, -6.4384], [2.8314, 0.6676, -4.1296], [3.5054, -2.3265, -4.0789], [3.9598, -1.1491, -2.8544], [4.6509, -1.0289, -4.4893], [1.2105, -1.6379, -3.7414]], "forces_ev_per_a": [[-9.321, -0.255, -2.773], [9.272, 0.080, 4.856], [0.222, 0.412, 3.033], [-1.000, 0.471, 0.655], [6.649, -0.289, 4.370], [-6.261, 0.381, -7.007], [1.641, -0.487, -0.235], [-0.333, 0.066, -3.451], [1.841, 1.025, 0.598], [-2.346, -0.038, -2.489], [0.121, -0.183, -0.107], [1.811, 0.441, 1.313], [-2.054, -1.544, 0.799], [-0.101, -0.128, 0.064], [-0.024, 0.093, 0.097], [-0.140, -0.053, 0.133], [-0.347, -0.162, -0.002], [0.315, 0.159, -0.584], [0.066, 0.224, 0.291], [0.039, -0.161, 0.058], [0.024, 0.135, 0.097], [0.038, 0.158, 0.070], [0.072, -0.078, -0.058], [0.201, -0.158, -0.076], [-0.154, -0.042, -0.027], [-0.157, -0.028, -0.088], [0.101, -0.046, -0.026], [-0.184, -0.006, 0.398], [-0.126, 0.275, -0.223], [0.121, -0.614, -0.343], [0.222, 0.096, 0.234], [-0.280, -0.009, 0.303], [0.154, 0.022, 0.076], [0.167, -0.028, 0.058], [-0.109, -0.062, 0.040], [-0.215, -0.136, 0.111], [-0.013, 0.094, -0.132], [0.041, 0.054, -0.136], [-0.083, -0.073, 0.084], [0.129, 0.394, 0.018]], "lowdin_charge": [0.01, -0.16, 0.49, -0.24, -0.67, -0.09, 0.67, -0.50, 0.55, 0.06, -0.01, 0.08, 0.12, -0.07, -0.06, -0.06, -0.07, -0.50, -0.07, -0.07, 0.08, 0.08, 0.08, 0.14, 0.08, 0.08, 0.08, 0.00, -0.07, -0.50, -0.06, -0.09, 0.08, 0.08, 0.08, 0.14, 0.09, 0.06, 0.08, 0.09], "gap_ev": 9.7, "charge": 0, "energy_ev": -104726.68040}